C50H123N9O11 | ωB97M-V/def2-TZVPD

Last column: Mulliken charge in e.
Element x y z (Å)
C: 13.87 10.89 -0.04  -0.98
C: 13.75 10.12 1.30  1.82
C: 14.97 9.20 1.47  -1.96
C: 13.85 11.15 2.44  -2.05
C: 12.53 11.88 2.69  1.77
C: 11.49 10.80 2.98  -1.21
C: 11.26 9.89 1.78  2.61
C: 10.34 8.74 2.18  -2.07
C: 10.59 10.61 0.60  -0.79
N: 12.57 9.27 1.42  0.29
O: 12.44 8.40 0.33  -0.50
H: 13.44 10.28 -0.84  0.41
H: 13.28 11.80 0.02  -0.56
H: 14.90 11.17 -0.28  0.47
H: 15.04 8.48 0.66  0.43
H: 15.91 9.76 1.54  0.36
H: 14.85 8.69 2.42  0.48
H: 14.11 10.62 3.36  0.67
H: 14.59 11.93 2.22  0.10
H: 12.65 12.47 3.60  -0.23
H: 12.27 12.49 1.82  -0.78
H: 10.53 11.19 3.33  -0.61
H: 11.84 10.20 3.83  0.65
H: 9.35 9.10 2.45  -0.02
H: 10.81 8.18 2.99  0.50
H: 10.24 7.99 1.39  0.51
H: 11.18 11.47 0.28  -0.11
H: 9.70 11.09 1.01  -0.35
H: 10.38 9.98 -0.25  0.61
H: 12.59 7.53 0.71  0.36
C: 12.23 15.44 -1.18  -1.33
C: 11.50 14.87 -2.40  2.26
C: 11.59 15.80 -3.61  -1.72
C: 12.23 13.54 -2.69  -0.79
C: 11.51 12.60 -3.69  -0.99
C: 10.09 12.37 -3.22  -0.84
C: 9.32 13.62 -2.85  1.85
C: 8.67 14.24 -4.09  -1.86
C: 8.22 13.13 -1.89  -1.67
N: 10.13 14.53 -2.02  0.59
O: 9.41 15.70 -1.68  0.66
H: 11.79 16.29 -0.65  -0.14
H: 12.16 14.65 -0.43  -0.43
H: 13.27 15.69 -1.39  0.81
H: 10.74 16.49 -3.57  0.17
H: 12.47 16.44 -3.62  0.49
H: 11.44 15.32 -4.58  0.28
H: 13.24 13.75 -3.06  0.55
H: 12.35 12.93 -1.80  -0.42
H: 11.56 12.92 -4.73  0.39
H: 12.07 11.67 -3.58  0.59
H: 10.18 11.72 -2.35  -0.13
H: 9.56 11.77 -3.97  0.44
H: 8.43 15.30 -3.95  0.05
H: 7.72 13.76 -4.34  0.54
H: 9.28 14.16 -4.99  0.34
H: 8.66 12.58 -1.06  0.07
H: 7.49 12.50 -2.42  0.50
H: 7.62 13.93 -1.44  0.19
H: 9.46 15.63 -0.70  0.27
C: 9.14 10.05 5.50  -1.01
O: 9.19 11.45 5.43  0.43
C: 10.25 12.04 6.19  -1.09
C: 10.25 13.52 5.81  1.75
C: 11.50 14.20 6.33  -1.66
N: 9.11 14.26 6.36  -0.59
H: 8.87 9.68 6.49  0.29
H: 10.09 9.56 5.27  0.28
H: 8.38 9.71 4.78  0.26
H: 9.93 11.87 7.23  0.48
H: 11.23 11.60 5.98  0.24
H: 10.27 13.55 4.72  -0.73
H: 12.41 13.75 5.92  0.31
H: 11.52 14.20 7.43  0.41
H: 11.52 15.25 6.04  0.29
H: 8.92 14.08 7.35  0.37
H: 8.22 13.95 5.93  0.23
C: 12.93 16.01 2.60  -0.27
O: 13.88 15.62 1.63  0.12
C: 15.18 15.39 2.12  -0.98
C: 16.13 15.21 0.96  0.62
C: 15.84 13.87 0.22  -0.79
N: 17.54 15.25 1.36  -0.79
H: 12.06 16.26 1.99  -0.38
H: 13.29 16.87 3.18  0.50
H: 12.63 15.18 3.25  0.10
H: 15.45 16.26 2.74  0.33
H: 15.18 14.50 2.77  0.30
H: 15.98 16.04 0.26  0.17
H: 14.84 13.83 -0.22  -0.02
H: 15.92 13.13 1.01  0.22
H: 16.53 13.76 -0.62  0.43
H: 18.08 14.94 0.56  0.30
H: 17.74 14.56 2.08  0.27
C: 8.46 22.92 4.12  -0.82
O: 9.86 22.76 3.93  -0.42
C: 10.27 21.52 3.45  0.12
C: 10.15 20.42 4.52  0.49
C: 11.06 20.64 5.70  -1.66
N: 10.39 19.09 3.89  -0.31
H: 8.31 23.99 4.10  0.25
H: 8.15 22.43 5.04  0.34
H: 7.90 22.45 3.30  0.29
H: 9.71 21.14 2.59  -0.28
H: 11.30 21.48 3.11  0.49
H: 9.13 20.37 4.92  0.30
H: 12.11 20.63 5.40  0.32
H: 10.85 20.05 6.59  0.43
H: 10.91 21.68 6.04  0.35
H: 9.67 19.05 3.18  -0.25
H: 10.20 18.36 4.57  0.22
C: 9.37 14.71 1.87  0.56
O: 9.19 15.80 1.00  -0.87
C: 8.76 16.96 1.70  0.10
C: 8.58 18.12 0.72  1.61
C: 9.96 18.64 0.28  -0.69
N: 7.90 19.23 1.38  -0.27
H: 10.18 14.88 2.58  0.06
H: 9.61 13.77 1.36  0.10
H: 8.44 14.40 2.36  -0.51
H: 7.79 16.73 2.14  -0.77
H: 9.51 17.24 2.45  0.31
H: 8.03 17.74 -0.15  -0.35
H: 10.66 18.65 1.11  0.19
H: 10.01 19.66 -0.11  0.13
H: 10.40 17.96 -0.46  -0.29
H: 6.93 19.03 1.59  0.41
H: 7.87 20.03 0.72  -0.17
C: 1.43 15.08 1.02  -0.80
O: 2.61 15.78 1.46  -0.27
C: 2.77 15.70 2.87  -0.63
C: 3.68 16.82 3.36  0.01
C: 5.01 16.94 2.63  -0.83
N: 3.87 16.64 4.81  -0.50
H: 0.62 15.16 1.74  0.34
H: 1.69 14.05 0.79  0.25
H: 1.12 15.64 0.13  0.24
H: 1.83 15.71 3.43  0.51
H: 3.20 14.72 3.10  0.11
H: 3.11 17.75 3.22  0.61
H: 4.75 17.22 1.60  0.36
H: 5.60 16.02 2.64  -0.25
H: 5.61 17.76 3.02  0.46
H: 4.33 17.49 5.12  0.26
H: 2.99 16.72 5.31  0.27
C: 6.90 18.15 -3.16  -0.54
O: 5.95 19.18 -2.89  -0.51
C: 6.16 19.93 -1.72  -0.21
C: 7.47 20.76 -1.81  -0.75
N: 7.73 21.49 -0.56  -0.26
C: 8.84 22.43 -0.80  -0.68
C: 9.06 23.38 0.36  -0.45
O: 8.34 24.59 0.21  -0.40
C: 8.66 25.49 1.24  -0.32
H: 6.44 17.52 -3.91  0.36
H: 7.08 17.54 -2.28  0.12
H: 7.84 18.58 -3.51  0.30
H: 6.15 19.25 -0.86  0.08
H: 5.36 20.66 -1.55  0.43
H: 7.29 21.40 -2.68  0.43
H: 8.30 20.07 -1.97  0.28
H: 6.89 22.04 -0.37  0.23
H: 8.69 23.06 -1.69  0.39
H: 9.74 21.82 -0.92  0.45
H: 10.14 23.54 0.50  0.48
H: 8.74 22.86 1.27  -0.07
H: 8.57 25.00 2.22  -0.09
H: 7.98 26.34 1.24  0.30
H: 9.69 25.86 1.13  0.32
C: 5.10 13.20 9.15  -0.67
O: 4.30 13.12 8.01  -0.45
C: 4.94 13.57 6.83  -0.22
C: 5.84 12.51 6.21  -0.46
N: 6.64 13.06 5.12  0.56
C: 5.92 13.47 3.95  0.78
C: 4.99 12.45 3.28  -1.10
O: 5.66 11.22 3.03  -0.44
C: 6.72 11.28 2.09  -0.44
H: 5.38 14.25 9.33  0.30
H: 5.98 12.55 9.18  0.25
H: 4.49 12.94 10.01  0.29
H: 5.45 14.52 7.04  0.35
H: 4.15 13.88 6.14  0.02
H: 5.23 11.70 5.80  0.27
H: 6.53 12.17 6.99  0.34
H: 7.35 12.40 4.84  -0.21
H: 6.63 13.89 3.24  -1.11
H: 5.26 14.34 4.06  -0.21
H: 4.63 12.92 2.36  0.62
H: 4.18 12.18 3.95  0.46
H: 6.26 11.36 1.10  0.47
H: 7.27 10.35 2.13  0.12
H: 7.43 12.07 2.34  0.09

Properties
**M**: 1026.6 g mol⁻¹
**E_LUMO**: 0.489 eV
**SMILES**: CC1(C)CCCC(C)(C)N1O.CC1(C)CCCC(C)(C)N1O.COC[C@H](C)N.COC[C@H](C)N.COC[C@H](C)N.COC[C@H](C)N.COC[C@H](C)N.COCCNCCOC.COCCNCCOC
**Max |F|**: 1.98 eV/A
**Calculated total energy**: -3299.025722 a.u.
**Energy relative to the best compared isomer or geometry (same formula, charge and spin)**: 0.416 eV
**Multiplicity**: 1
**Gap between HOMO and LUMO**: 8.55 eV

---

C50H31BrF7N4O5P2S3Ti | ωB97M-V/def2-TZVPD

Last column: Mulliken charge in e.
Element x y z (Å)
Ti: -0.54 -0.35 -0.07  0.84
C: -4.95 -1.91 -5.09  -0.64
C: -4.57 -0.78 -4.39  -0.78
C: -3.46 -0.82 -3.54  -0.14
C: -2.71 -1.99 -3.37  0.24
C: -3.09 -3.10 -4.13  -0.03
C: -4.19 -3.07 -4.96  -1.02
P: -1.20 -2.03 -2.27  1.64
C: -0.03 -2.74 -3.52  0.25
C: 0.86 -3.77 -3.22  -0.39
C: 1.64 -4.34 -4.23  -0.68
C: 1.55 -3.88 -5.53  -0.71
C: 0.71 -2.81 -5.82  -0.73
C: -0.06 -2.24 -4.82  -0.82
C: -1.53 -3.49 -1.20  1.30
C: -1.72 -4.74 -1.75  -0.30
C: -2.06 -5.85 -0.96  -1.46
C: -2.19 -5.70 0.38  -0.87
C: -1.93 -4.45 1.00  1.80
C: -1.97 -4.37 2.41  -0.97
C: -1.63 -3.21 3.02  -1.46
C: -1.25 -2.09 2.25  -0.53
C: -1.23 -2.09 0.88  2.55
C: -1.59 -3.32 0.21  -2.20
H: -5.81 -1.88 -5.74  0.39
H: -5.12 0.15 -4.50  0.49
H: -3.17 0.09 -3.06  0.51
H: -2.50 -4.00 -4.11  0.10
H: -4.45 -3.95 -5.53  0.43
H: 0.94 -4.15 -2.21  0.50
H: 2.32 -5.14 -3.98  0.42
H: 2.14 -4.33 -6.32  0.38
H: 0.66 -2.41 -6.83  0.43
H: -0.71 -1.41 -5.06  0.51
H: -1.56 -4.91 -2.80  0.38
H: -2.22 -6.82 -1.44  0.43
H: -2.46 -6.54 1.02  0.39
H: -2.24 -5.25 2.98  0.37
H: -1.62 -3.13 4.10  0.47
H: -0.95 -1.21 2.81  0.33
S: 1.39 -1.79 -0.55  0.01
C: 1.99 -1.36 1.01  1.30
S: 1.16 0.00 1.64  -0.80
C: 3.02 -2.03 1.62  0.61
C: 3.64 -3.16 0.98  -0.08
N: 4.13 -4.07 0.47  -0.69
C: 3.53 -1.61 2.89  -0.37
N: 3.95 -1.28 3.92  -0.69
F: 3.85 7.06 -1.55  -0.32
C: 3.53 5.77 -1.51  0.47
C: 4.34 4.84 -2.13  0.34
F: 5.45 5.24 -2.76  -0.32
C: 4.00 3.50 -2.10  -0.12
F: 4.87 2.67 -2.68  -0.41
C: 2.85 3.03 -1.47  -0.19
P: 2.34 1.21 -1.47  1.28
C: 2.71 0.76 -3.23  0.92
C: 3.07 -0.54 -3.57  -0.24
C: 3.43 -0.86 -4.88  -0.99
C: 3.36 0.09 -5.88  -0.84
C: 2.91 1.37 -5.57  -0.91
C: 2.59 1.70 -4.26  -0.69
C: 3.90 0.70 -0.55  1.03
C: 4.06 1.29 0.71  -0.54
C: 5.14 0.99 1.51  -0.90
C: 6.10 0.09 1.08  -0.56
C: 5.96 -0.50 -0.17  -0.82
C: 4.87 -0.20 -0.98  -0.30
C: 2.09 3.99 -0.80  -0.16
Br: 0.63 3.52 0.28  -0.01
C: 2.42 5.33 -0.83  0.17
F: 1.67 6.26 -0.21  -0.35
H: 3.09 -1.32 -2.82  0.42
H: 3.76 -1.87 -5.10  0.48
H: 3.63 -0.16 -6.90  0.39
H: 2.82 2.12 -6.34  0.43
H: 2.25 2.70 -4.04  0.47
H: 3.30 1.98 1.07  0.24
H: 5.23 1.45 2.49  0.42
H: 6.95 -0.16 1.71  0.34
H: 6.70 -1.21 -0.52  0.41
H: 4.80 -0.67 -1.94  0.36
C: -4.83 1.38 -0.76  -0.99
N: -3.48 1.73 -1.23  0.78
C: -3.20 2.97 -1.75  -0.34
C: -2.00 3.27 -2.24  -1.09
C: -0.94 2.27 -2.22  -0.71
O: 0.15 2.50 -2.73  -0.35
N: -1.25 1.04 -1.61  1.72
C: -2.49 0.80 -1.14  -0.63
O: -2.69 -0.33 -0.62  -0.78
H: -5.42 0.97 -1.59  0.27
H: -5.31 2.27 -0.37  0.37
H: -4.74 0.63 0.02  0.34
H: -4.03 3.68 -1.72  0.49
H: -1.78 4.25 -2.65  0.46
F: -2.14 3.67 1.56  -0.17
C: -2.87 2.85 2.33  0.51
F: -2.89 3.34 3.57  -0.25
F: -4.12 2.86 1.85  -0.26
S: -2.18 1.13 2.34  1.30
O: -3.34 0.30 2.22  -0.65
O: -1.40 1.06 3.54  -0.65
O: -1.34 1.18 1.09  -0.61

Properties
**M**: 1186.7 g mol⁻¹
**E_LUMO**: 1.736 eV
**Max |F|**: 1.14 eV/A
**Calculated total energy**: -8519.233981 a.u.
**Net charge**: -1
**Energy relative to the best compared isomer or geometry (same formula, charge and spin)**: 0.355 eV
**Multiplicity**: 1
**Gap between HOMO and LUMO**: 7.15 eV

---

C50H33F6N2O10S | ωB97M-V/def2-TZVPD

Last column: Mulliken charge in e.
Element x y z (Å)
C: 3.03 6.12 1.28  -0.76
C: 2.27 5.15 0.70  -0.54
C: 1.10 4.66 1.54  -0.22
C: -0.20 4.13 0.88  -0.39
S: -1.69 5.15 1.11  1.28
O: -1.45 6.37 0.34  -0.68
O: -2.89 4.50 0.57  -0.66
C: -1.94 5.71 2.86  0.62
F: -1.43 6.92 2.98  -0.24
F: -1.32 4.94 3.76  -0.25
C: -3.44 5.79 3.29  0.57
F: -3.47 6.18 4.53  -0.23
F: -4.08 6.63 2.52  -0.21
F: -4.00 4.62 3.22  -0.19
C: -0.37 2.76 1.64  0.54
O: -0.04 1.64 0.85  -0.42
O: -1.61 2.51 2.17  -0.47
C: 0.62 2.81 2.82  -0.90
N: 0.70 1.92 3.91  -0.23
N: 1.39 3.84 2.74  0.81
F: 2.30 4.15 3.62  -0.20
H: 2.52 6.82 1.95  0.27
H: 4.10 6.19 1.12  0.32
H: 2.47 4.78 -0.30  0.41
H: 0.77 5.63 1.99  0.19
H: -0.09 4.05 -0.21  0.95
H: 0.53 1.96 0.14  0.38
H: -2.19 2.21 1.46  0.46
H: 1.70 1.69 4.01  0.40
H: 0.48 2.45 4.75  0.41
C: 4.33 -5.43 3.27  -0.50
C: 4.19 -4.27 2.51  -0.69
C: 3.39 -3.24 2.97  -0.45
C: 2.71 -3.37 4.18  0.29
C: 2.83 -4.53 4.93  0.30
C: 3.66 -5.56 4.48  -0.63
C: 2.08 -4.70 6.20  0.51
O: 2.18 -5.71 6.86  -0.65
C: 1.18 -3.59 6.63  0.37
C: 0.42 -3.75 7.79  -0.68
C: -0.41 -2.72 8.21  -0.46
C: -0.48 -1.54 7.49  -0.64
C: 0.27 -1.38 6.34  -0.34
C: 1.10 -2.41 5.90  0.16
C: 1.87 -2.24 4.65  0.37
O: 1.82 -1.21 4.00  -0.67
H: 4.97 -6.24 2.92  0.41
H: 4.71 -4.18 1.57  0.46
H: 3.29 -2.34 2.38  0.48
H: 3.76 -6.47 5.06  0.49
H: 0.48 -4.67 8.35  0.50
H: -1.00 -2.85 9.11  0.40
H: -1.13 -0.74 7.83  0.41
H: 0.21 -0.46 5.77  0.59
C: 0.96 -2.17 0.22  -0.21
C: -0.27 -2.82 0.07  -0.97
C: -0.54 -3.54 -1.07  -0.68
C: 0.41 -3.62 -2.09  0.18
C: 1.63 -2.96 -1.96  0.30
C: 1.90 -2.24 -0.80  -0.93
C: 2.63 -2.99 -3.05  0.57
O: 3.70 -2.41 -2.93  -0.69
C: 2.30 -3.73 -4.30  0.22
C: 3.21 -3.72 -5.35  -0.62
C: 2.92 -4.42 -6.51  -0.53
C: 1.73 -5.14 -6.62  -0.54
C: 0.82 -5.14 -5.57  -0.57
C: 1.10 -4.43 -4.41  0.29
C: 0.11 -4.42 -3.31  0.60
O: -0.93 -5.04 -3.40  -0.66
H: 1.18 -1.61 1.12  0.77
H: -1.01 -2.75 0.86  0.51
H: -1.49 -4.05 -1.18  0.50
H: 2.86 -1.74 -0.69  0.57
H: 4.13 -3.17 -5.27  0.47
H: 3.62 -4.41 -7.34  0.43
H: 1.51 -5.69 -7.53  0.43
H: -0.10 -5.69 -5.66  0.50
C: -5.84 3.91 -3.82  -0.50
C: -4.77 4.55 -3.20  -0.62
C: -3.49 4.04 -3.34  -0.60
C: -3.27 2.88 -4.08  0.28
C: -4.35 2.23 -4.68  0.27
C: -5.63 2.75 -4.56  -0.60
C: -4.15 0.96 -5.43  0.55
O: -5.08 0.39 -5.96  -0.65
C: -2.77 0.40 -5.52  0.21
C: -2.57 -0.81 -6.17  -0.69
C: -1.29 -1.34 -6.27  -0.49
C: -0.21 -0.65 -5.73  -0.40
C: -0.41 0.55 -5.08  -0.71
C: -1.69 1.08 -4.96  0.27
C: -1.89 2.36 -4.23  0.59
O: -0.95 2.95 -3.74  -0.74
H: -6.84 4.31 -3.72  0.41
H: -4.93 5.44 -2.62  0.45
H: -2.65 4.54 -2.87  0.54
H: -6.47 2.25 -5.03  0.49
H: -3.41 -1.34 -6.60  0.49
H: -1.14 -2.28 -6.78  0.46
H: 0.79 -1.06 -5.82  0.51
H: 0.44 1.08 -4.65  0.51

Properties
**M**: 967.9 g mol⁻¹
**E_LUMO**: -4.551 eV
**Max |F|**: 6.10 eV/A
**Calculated total energy**: -3784.079813 a.u.
**Net charge**: +1
**Multiplicity**: 1
**Gap between HOMO and LUMO**: 6.81 eV